(1)
ORCA calculation (ωB97M-V with the def2-TZVPD basis set) on a structure of composition C32H35F6FeN9O8S3.

Calculated values
Total charge: -1
E_HOMO (alpha / beta): -0.203 / -0.198 Ha
Gap between HOMO and LUMO (alpha / beta): 0.290 / 0.249 Ha
Energy above the lowest of the compared OMol25 structures with the same formula, charge and spin: 195.5 kJ/mol
Spin multiplicity: 6

Last column: Mulliken spin population.
Atoms and positions in Å:
Fe  -0.5463  0.2987  0.1525  4.086
C  -0.3573  0.8961  4.5354  0.005
C  -0.5438  1.0158  3.0565  0.010
N  -1.1386  0.1354  2.3449  -0.037
O  -1.5639  -0.9535  3.0504  0.011
C  -0.0062  2.1826  2.3626  0.025
C  0.4339  3.4154  3.0867  0.013
N  0.0308  2.1099  1.0615  0.159
O  0.4221  3.0607  0.3244  0.064
H  -0.8576  0.0151  4.9215  0.000
H  -0.7376  1.7860  5.0393  0.000
H  0.7103  0.8282  4.7554  0.001
H  -2.0253  -1.4784  2.3881  0.006
H  1.3518  3.2456  3.6564  0.001
H  -0.3316  3.7686  3.7819  0.000
H  0.6249  4.1897  2.3461  0.002
F  -4.3765  -5.1699  1.7474  0.000
C  -3.4703  -5.2312  0.7673  0.000
F  -3.8892  -6.1034  -0.1459  0.000
F  -2.3242  -5.6715  1.2831  0.000
S  -3.2826  -3.5538  0.0285  0.001
O  -2.8784  -2.7214  1.1080  0.006
O  -4.5615  -3.3068  -0.5589  0.000
N  -2.1810  -3.8248  -1.0326  0.001
S  -0.7845  -3.1248  -1.2659  0.007
O  -0.3503  -3.4189  -2.5907  0.003
O  -0.6402  -1.7382  -0.8154  0.068
C  0.3772  -4.0363  -0.1617  -0.001
F  0.3585  -5.3396  -0.4604  0.001
F  1.6150  -3.5819  -0.3393  0.000
F  0.0314  -3.8897  1.1112  -0.001
O  1.0038  -1.0514  1.4537  0.058
C  1.8777  -0.6113  0.6999  -0.020
N  3.2304  -0.7944  0.8169  0.005
C  3.8928  0.1675  -0.0623  0.009
C  2.6721  0.6670  -0.9233  0.020
O  2.8060  1.3947  -1.8707  0.011
N  1.5393  0.1509  -0.3614  0.087
C  4.4343  1.3230  0.7758  0.000
C  3.6664  2.4597  1.0213  -0.001
C  4.1394  3.4440  1.8786  0.001
C  5.3735  3.3081  2.4983  0.000
C  6.1431  2.1796  2.2530  0.000
C  5.6757  1.1959  1.3937  0.000
C  4.9330  -0.4599  -0.9628  0.000
C  5.0949  -1.8369  -1.0388  0.002
C  6.0309  -2.3872  -1.9062  -0.001
C  6.8061  -1.5661  -2.7088  0.001
C  6.6380  -0.1880  -2.6446  -0.001
C  5.7089  0.3622  -1.7778  0.001
H  3.5968  -0.9688  1.7397  0.001
H  2.7033  2.5999  0.5402  -0.001
H  3.5354  4.3259  2.0531  0.000
H  5.7384  4.0813  3.1631  0.000
H  7.1111  2.0665  2.7255  0.000
H  6.2851  0.3228  1.1896  0.000
H  4.4746  -2.4773  -0.4260  0.000
H  6.1452  -3.4628  -1.9574  0.000
H  7.5330  -1.9953  -3.3871  0.000
H  7.2294  0.4607  -3.2786  0.000
H  5.5643  1.4338  -1.7385  0.000
C  -3.7125  -2.4968  -3.8709  0.000
C  -2.4476  -1.6989  -3.9714  -0.011
C  -1.5158  -1.9434  -4.9735  0.025
C  -0.3706  -1.1746  -4.9558  -0.009
N  -0.1496  -0.2308  -4.0474  0.020
C  -1.0964  -0.0646  -3.1234  0.000
S  -0.8185  1.2474  -1.9730  0.316
N  -2.2366  -0.7640  -3.0493  0.019
H  -4.0588  -2.8015  -4.8589  -0.001
H  -4.4837  -1.9252  -3.3594  0.000
H  -3.5299  -3.3949  -3.2764  -0.001
H  -1.6765  -2.7124  -5.7164  0.001
H  0.4094  -1.3115  -5.6986  0.000
C  -3.9515  0.9825  -0.6973  0.015
C  -5.3631  1.6055  -0.6024  0.006
N  -5.3810  2.6888  0.3859  0.000
C  -4.2745  3.5999  0.0803  0.001
C  -2.9119  2.8968  0.2910  0.023
N  -3.1148  1.4428  0.4305  -0.008
C  -3.8629  1.2144  1.6778  0.005
C  -5.1398  2.0943  1.7002  0.004
H  -3.4471  1.2702  -1.6161  -0.007
H  -3.9923  -0.1046  -0.6870  -0.001
H  -6.1051  0.8627  -0.2995  0.000
H  -5.6760  2.0079  -1.5686  -0.001
H  -4.3611  4.4849  0.7158  -0.001
H  -4.3896  3.9265  -0.9557  0.000
H  -2.4229  3.2510  1.2012  0.001
H  -2.2317  3.0784  -0.5397  -0.003
H  -3.2183  1.4578  2.5215  -0.002
H  -4.1021  0.1525  1.7345  0.004
H  -5.0440  2.9069  2.4253  0.000
H  -6.0152  1.5038  1.9806  0.000

(2)
ORCA calculation (ωB97M-V with the def2-TZVPD basis set) on a structure of composition C59H57ClFN2O5P2ReS2.

Calculated values
Total charge: -1
E_HOMO (alpha / beta): -0.137 / -0.159 Ha
Gap between HOMO and LUMO (alpha / beta): 0.193 / 0.217 Ha
Energy above the lowest of the compared OMol25 structures with the same formula, charge and spin: 88.7 kJ/mol
Spin multiplicity: 2

Last column: Mulliken spin population.
Atoms and positions in Å:
Re  -0.0630  0.2287  0.5673  0.805
S  -1.3124  4.2274  -1.3187  -0.022
P  -1.0215  2.4049  -1.9753  0.013
C  -1.2941  0.9857  -0.8896  -0.131
P  -2.9752  0.4528  -0.5252  0.038
S  -3.6185  0.6892  1.3153  -0.007
C  -3.0240  -1.3214  -1.0338  0.018
C  -2.2097  -1.7871  -2.0642  -0.005
C  -2.2207  -3.1303  -2.4252  -0.002
C  -3.0630  -4.0174  -1.7637  0.000
C  -3.8926  -3.5550  -0.7485  0.000
C  -3.8687  -2.2125  -0.3805  0.002
C  -4.2482  1.0971  -1.6828  0.004
C  -4.6382  0.4445  -2.8510  0.002
C  -5.6814  0.9523  -3.6192  -0.001
C  -6.3433  2.1067  -3.2242  0.000
C  -5.9594  2.7610  -2.0614  0.000
C  -4.9194  2.2584  -1.2937  0.002
C  -1.9929  2.2069  -3.5530  0.000
C  -2.9635  3.1446  -3.8889  0.003
C  -3.6137  3.0862  -5.1179  0.000
C  -3.2961  2.0927  -6.0345  0.001
C  -2.3201  1.1604  -5.7153  -0.001
C  -1.6775  1.2159  -4.4858  -0.003
C  0.6675  2.2769  -2.6975  -0.005
C  1.3978  3.4469  -2.8975  0.008
C  2.6283  3.4103  -3.5414  0.000
C  3.1513  2.1999  -3.9780  0.000
C  2.4369  1.0254  -3.7723  -0.003
C  1.1949  1.0705  -3.1486  -0.002
H  -1.5465  -1.0896  -2.5643  0.002
H  -1.5578  -3.4815  -3.2099  0.000
H  -3.0697  -5.0681  -2.0381  0.000
H  -4.5499  -4.2464  -0.2305  0.000
H  -4.4861  -1.8420  0.4314  0.000
H  -4.1330  -0.4593  -3.1636  0.001
H  -5.9757  0.4388  -4.5287  0.000
H  -7.1588  2.4956  -3.8257  0.000
H  -6.4738  3.6648  -1.7507  0.000
H  -4.6239  2.7486  -0.3729  -0.001
H  -3.1897  3.9349  -3.1853  0.000
H  -4.3638  3.8315  -5.3605  0.000
H  -3.8084  2.0417  -6.9895  0.000
H  -2.0461  0.3917  -6.4310  0.000
H  -0.9118  0.4828  -4.2689  0.005
H  0.9881  4.3821  -2.5343  -0.001
H  3.1841  4.3293  -3.7000  0.000
H  4.1137  2.1707  -4.4783  0.000
H  2.8394  0.0681  -4.0864  0.000
H  0.6544  0.1551  -2.9822  0.002
C  2.9595  -6.2598  0.8723  0.000
C  1.4608  -6.5611  0.8357  0.000
C  1.0798  -7.3731  2.0660  0.000
C  -0.4304  -7.5246  2.1898  0.000
C  -1.0468  -6.1551  2.2922  0.000
C  -2.1635  -5.9124  3.0580  0.000
C  -2.7008  -4.6284  3.1204  0.002
F  -3.7936  -4.4364  3.8781  0.000
C  -2.1630  -3.5868  2.4325  -0.004
C  -1.0404  -3.8240  1.6328  0.002
C  -0.5084  -2.7426  0.8235  0.023
O  -1.0076  -1.6112  0.9414  0.015
C  0.5165  -3.0809  -0.0941  0.018
C  1.0467  -4.3320  -0.0659  0.012
N  0.6674  -5.3015  0.7840  0.005
C  -0.4637  -5.0948  1.5794  0.002
C  1.0634  -2.1327  -1.1251  0.002
O  1.7167  -2.6158  -2.0483  0.005
O  0.8302  -0.8697  -0.9957  -0.002
H  3.5030  -7.1832  1.0861  0.000
H  3.1709  -5.5407  1.6680  0.000
H  3.3377  -5.8588  -0.0677  0.000
H  1.2286  -7.1418  -0.0599  0.000
H  1.4623  -6.8617  2.9558  0.000
H  1.5715  -8.3437  1.9981  0.000
H  -0.6932  -8.1192  3.0640  0.000
H  -0.8197  -8.0458  1.3081  0.000
H  -2.6269  -6.7151  3.6218  0.000
H  -2.5843  -2.5858  2.4748  0.000
H  1.8243  -4.5659  -0.7808  0.002
Cl  1.1264  -1.5903  4.5225  0.000
C  0.2194  -0.1011  4.9605  0.002
C  -0.4815  0.6201  3.8004  0.011
O  -1.2426  1.5085  4.1177  0.004
O  -0.1588  0.1767  2.6278  0.008
H  0.9310  0.5905  5.3980  0.000
H  -0.5251  -0.3723  5.6965  0.000
C  1.8235  6.4983  2.4456  0.001
C  0.9307  5.3055  2.1919  -0.014
C  -0.4158  5.3358  2.5257  0.032
C  -1.2108  4.2231  2.2816  -0.005
C  -2.6927  4.2365  2.5397  0.005
C  -0.6449  3.0963  1.7207  0.042
C  0.7094  3.0024  1.4002  -0.009
C  1.4774  4.1542  1.6362  0.017
N  1.1918  1.7668  0.9003  0.065
C  2.6504  1.4715  1.0468  0.009
C  3.1182  1.7190  2.5034  0.007
C  4.6208  1.4481  2.6507  -0.001
C  5.3981  2.3064  1.6425  0.000
C  4.9935  1.9321  0.2107  0.002
C  5.2614  0.4431  -0.0232  0.000
C  4.4262  -0.3655  0.9735  0.000
C  4.8848  -0.0376  2.3950  0.002
C  2.9351  -0.0207  0.7876  0.008
C  3.5007  2.2125  -0.0056  0.000
H  1.2360  7.3821  2.7047  0.000
H  2.4252  6.7345  1.5630  0.000
H  2.5151  6.3016  3.2719  -0.001
H  -0.8495  6.2296  2.9705  0.001
H  -2.9857  5.0892  3.1571  -0.001
H  -3.0068  3.3115  3.0272  0.000
H  -3.2213  4.3034  1.5811  -0.002
H  -1.3010  2.2509  1.5508  -0.029
H  2.5276  4.1980  1.3855  0.007
H  2.5536  1.0306  3.1453  -0.003
H  2.8910  2.7242  2.8443  0.000
H  4.9370  1.7099  3.6635  0.000
H  6.4763  2.1524  1.7738  0.000
H  5.1875  3.3665  1.8230  0.000
H  5.5743  2.5258  -0.5010  0.000
H  6.3272  0.2223  0.1168  0.000
H  4.9934  0.1714  -1.0497  0.000
H  4.5556  -1.4345  0.7764  0.000
H  5.9533  -0.2649  2.5098  0.000
H  4.3308  -0.6404  3.1229  0.000
H  2.3420  -0.6469  1.4799  0.025
H  2.6685  -0.2612  -0.2346  0.014
H  3.1889  1.8365  -0.9831  0.010
H  3.3130  3.2821  -0.0169  -0.008

(3)
ORCA calculation (ωB97M-V with the def2-TZVPD basis set) on a cluster of 2 separate species, C7H12N3S in total.

Calculated values
Total charge: +1
E_HOMO: -0.408 Ha
Gap between HOMO and LUMO: 0.288 Ha
Energy above the lowest of the compared OMol25 structures with the same formula, charge and spin: 124.7 kJ/mol

Last column: Löwdin charge in e.
Atoms and positions in Å:
C  -2.5582  -1.8470  3.6290  -0.016
C  -1.5525  -2.1042  2.7850  -0.072
C  -1.4139  0.0663  3.2716  0.012
C  0.5581  -0.2624  -3.5618  -0.102
C  -0.4279  0.7283  -2.7834  -0.119
C  1.2512  -0.9841  -2.3813  -0.181
C  0.0955  0.7757  -1.3857  -0.104
N  -2.5078  -0.4512  3.9579  0.130
N  -0.8756  -0.9559  2.4823  0.091
N  0.9047  -0.2188  -1.1442  -0.599
S  1.6151  -0.6882  0.2746  0.568
H  -3.1750  -2.5639  4.1314  0.128
H  -1.2723  -3.0076  2.3311  0.126
H  -1.0360  1.1043  3.2542  0.161
H  -0.0805  -0.9010  -4.1292  0.096
H  1.3638  0.0979  -4.1784  0.109
H  -0.3071  1.8831  -3.0667  0.156
H  -1.4800  0.5918  -2.9446  0.101
H  0.9281  -2.0328  -2.3696  0.129
H  2.2784  -0.9783  -2.5112  0.089
H  0.0328  -0.9518  1.9345  0.020
H  -0.1507  1.5340  -0.6384  0.134
H  -3.1131  0.0755  4.5168  0.143

(4)
ORCA calculation (ωB97M-V with the def2-TZVPD basis set) on a structure of composition C19H46CrN3OSSi3.

Calculated values
Total charge: +2
E_HOMO (alpha / beta): -0.535 / -0.533 Ha
Gap between HOMO and LUMO (alpha / beta): 0.308 / 0.315 Ha
Energy above the lowest of the compared OMol25 structures with the same formula, charge and spin: 0.0 kJ/mol
Spin multiplicity: 4

Last column: Mulliken spin population.
Atoms and positions in Å:
Cr  -0.2984  -0.0742  -0.0249  3.259
C  0.8853  -2.1807  1.8312  0.022
C  1.4802  -0.8859  2.3594  0.007
N  1.3338  0.2053  1.3635  -0.054
C  1.1979  1.5356  1.9951  -0.015
C  -0.1462  1.6861  2.7053  0.005
S  -1.5132  0.8055  1.8732  -0.063
C  -1.7379  -0.6782  2.9172  0.011
C  -1.6046  -1.9468  2.0908  0.005
N  -0.4291  -1.9466  1.1911  -0.022
H  0.8133  -2.9136  2.6391  0.003
H  1.5445  -2.6019  1.0692  -0.005
H  2.5307  -1.0384  2.6114  0.001
H  0.9845  -0.5783  3.2766  -0.002
H  2.1688  0.2271  0.7821  0.009
H  1.2714  2.2737  1.2043  0.013
H  2.0061  1.7181  2.7090  0.006
H  -0.4326  2.7352  2.7292  0.001
H  -0.1305  1.3338  3.7351  -0.002
H  -2.7377  -0.6207  3.3439  0.000
H  -1.0294  -0.6365  3.7406  0.001
H  -2.4851  -2.0562  1.4558  -0.004
H  -1.5745  -2.8092  2.7629  0.002
H  -0.5831  -2.7084  0.5390  -0.006
C  2.1736  -0.9406  -2.0095  0.011
O  1.0682  -0.1284  -1.5919  -0.023
Si  0.7812  1.4747  -2.2137  -0.010
C  0.6001  1.3595  -4.0558  0.003
C  2.3178  2.4398  -1.8030  0.007
C  -0.7007  1.7647  -1.1388  -0.122
Si  -2.2683  0.9790  -1.8003  -0.008
C  -1.8606  -1.7446  -2.0590  0.035
C  -2.6868  1.0573  -3.6122  0.004
C  -3.8429  1.1405  -0.8213  0.013
Si  -0.9313  3.6196  -0.7492  0.040
C  -1.0849  4.4592  -2.4178  -0.012
C  -2.4788  3.9783  0.2368  0.003
C  0.4868  4.4644  0.1599  0.000
H  2.1988  -0.9959  -3.0977  0.001
H  2.0516  -1.9474  -1.6127  -0.010
H  3.1158  -0.5207  -1.6529  0.002
H  1.5674  1.4502  -4.5530  0.000
H  -0.0311  2.1701  -4.4250  0.001
H  0.1447  0.4199  -4.3727  -0.002
H  3.1054  2.2061  -2.5229  0.000
H  2.7093  2.2336  -0.8034  -0.002
H  2.1427  3.5145  -1.8711  0.000
H  -2.5879  -1.7099  -2.8764  -0.002
H  -1.7736  -3.7164  -1.2931  0.002
H  -0.2052  -2.8770  -1.3678  0.005
H  -2.0771  0.3857  -4.2165  -0.001
H  -2.5428  2.0661  -4.0030  0.000
H  -3.7362  0.7980  -3.7645  0.000
H  -3.6985  1.2097  0.2547  -0.002
H  -4.4606  0.2636  -1.0343  0.001
H  -4.4150  2.0145  -1.1338  0.000
H  -1.9253  4.0702  -2.9974  0.000
H  -0.1815  4.3530  -3.0250  0.000
H  -1.2532  5.5300  -2.2823  -0.002
H  -3.3797  3.8833  -0.3693  0.000
H  -2.4366  5.0157  0.5780  0.000
H  -2.5986  3.3487  1.1199  0.000
H  0.4900  5.5123  -0.1508  0.000
H  1.4815  4.0819  -0.0582  -0.001
H  0.3413  4.4749  1.2418  0.001
C  -2.1412  -4.3149  -3.8818  0.000
C  -0.8836  -3.7254  -3.2521  0.003
C  -1.1468  -3.0477  -1.8977  0.034
N  -1.6661  -0.6884  -1.3788  -0.146
H  -1.8906  -4.8602  -4.7898  0.000
H  -2.8676  -3.5488  -4.1570  0.000
H  -2.6286  -5.0135  -3.2000  0.000
H  -0.4241  -3.0026  -3.9329  0.001
H  -0.1471  -4.5144  -3.0967  0.000